Record 1
The following is a DFT calculation (ωB97M-V/def2-TZVPD) of a cluster of 7 separate species, C4H21N2O8 in total at a distorted geometry.

Element x y z (Å)
C -0.742 0.605 -1.659
N -0.388 1.904 -2.211
C -0.902 0.453 -0.135
C -2.307 0.932 0.320
N -0.732 -0.941 0.261
C 0.605 -1.403 0.527
O 0.844 -2.591 0.244
O 1.355 -0.580 1.119
H 0.068 -0.084 -1.932
H -1.586 0.192 -2.192
H -0.955 2.637 -1.801
H 0.588 2.084 -2.074
H -0.085 1.029 0.297
H -2.780 1.558 -0.444
H -2.188 1.486 1.251
H -2.946 0.064 0.445
H -1.227 -1.586 -0.341
H 3.236 1.062 1.317
H 2.534 0.508 0.162
O 3.061 1.305 0.401
H 0.364 -3.061 -1.444
H 0.387 -4.557 -1.644
O 0.212 -3.747 -2.131
H -1.514 -3.074 -2.821
H -2.151 -1.711 -3.089
O -2.360 -2.596 -2.761
H -0.607 0.543 4.154
H -0.008 0.954 2.749
O -0.648 1.172 3.434
H 1.698 -1.380 3.576
H 0.325 -1.273 3.049
O 0.793 -1.278 3.897
H 2.471 3.376 -0.763
H 2.735 3.839 0.576
O 2.845 4.157 -0.334

lowest unoccupied orbital energy	3.2	eV
relative energy (zero: lowest compared OMol25 entry of this formula, charge and spin)	0.694	eV
total energy	-23852.5720	eV
HOMO level	-5.831	eV
charge	-1
multiplicity	1
molar mass	225.22	Da

These are the natural (NBO) partial charges, in e, on atoms 1 to 8: -0.22, -0.84, -0.07, -0.62, -0.69, 0.88, -0.79, -0.86

Record 2
The following is a DFT calculation (ωB97M-V/def2-TZVPD) of a structure of composition C13H24FeO13 at a distorted geometry.

Element x y z (Å)
Fe 1.656 -0.011 -1.255
C 4.361 -2.872 -0.556
C 3.337 -1.787 -0.730
O 3.584 -0.543 -0.595
O 2.088 -1.982 -0.887
H 3.963 -3.345 0.347
H 5.369 -2.496 -0.440
H 4.327 -3.601 -1.361
C -1.011 0.626 1.745
C 0.019 0.375 0.687
O 1.114 0.989 0.486
O -0.047 -0.632 -0.090
H -2.040 0.401 1.477
H -0.981 1.692 1.982
H -0.715 0.073 2.636
C -2.639 -1.420 4.994
O -1.752 -2.173 4.171
C -2.025 -2.329 2.896
O -3.009 -1.985 2.298
O -1.080 -3.138 2.408
C -1.192 -3.690 1.108
H -3.379 -2.030 5.501
H -3.121 -0.599 4.461
H -1.981 -0.923 5.708
H -2.190 -3.954 0.768
H -0.550 -4.569 1.123
H -0.724 -3.007 0.394
C -3.842 -1.568 -0.909
O -3.363 -0.496 -1.709
C -3.501 0.734 -1.289
O -4.241 1.111 -0.423
O -2.635 1.513 -1.911
C -2.749 2.918 -1.666
H -3.761 -1.316 0.148
H -3.266 -2.440 -1.201
H -4.908 -1.747 -1.075
H -1.880 3.430 -2.075
H -2.671 3.104 -0.593
H -3.687 3.258 -2.094
C 1.289 4.088 -1.637
O 2.603 3.970 -2.238
C 3.194 2.793 -2.151
O 2.653 1.817 -1.639
O 4.359 2.840 -2.735
C 5.292 1.795 -2.417
H 1.274 3.859 -0.576
H 0.603 3.443 -2.189
H 1.066 5.130 -1.853
H 4.859 0.855 -2.091
H 5.995 2.157 -1.663
H 5.935 1.684 -3.289

lowest unoccupied orbital energy (spin up / spin down)	-4.2 / -6.1	eV
relative energy (zero: lowest compared OMol25 entry of this formula, charge and spin)	2.796	eV
total energy	-74868.1379	eV
HOMO level (spin up / spin down)	-12.933 / -12.932	eV
charge	+1
multiplicity	6
molar mass	444.17	Da

These are the natural (NBO) partial charges, in e, on atoms 1 to 8: 1.93, -0.73, 0.80, -0.70, -0.71, 0.27, 0.26, 0.26

Record 3
The following is a DFT calculation (ωB97M-V/def2-TZVPD) of the ion C2H4NO3 with charge +1 at a distorted geometry.

Element x y z (Å)
C -0.286 -0.703 0.142
C -0.850 0.717 -0.184
N 1.179 -0.576 0.046
O 2.096 -1.298 -0.072
O 0.303 1.577 0.214
O 1.480 0.982 -0.184
H -0.351 -1.113 1.216
H -0.694 -1.367 -0.587
H -1.139 0.842 -1.175
H -1.738 0.938 0.582

lowest unoccupied orbital energy (spin up / spin down)	-5.0 / -9.5	eV
relative energy (zero: lowest compared OMol25 entry of this formula, charge and spin)	2.397	eV
total energy	-9754.3517	eV
HOMO level (spin up / spin down)	-14.713 / -17.543	eV
charge	+1
multiplicity	3
molar mass	90.06	Da

These are the natural (NBO) partial charges, in e, on atoms 1 to 8: -0.31, -0.12, 0.28, -0.09, 0.04, 0.10, 0.29, 0.27